Version one
The following is a DFT calculation (wB97M-V/def2-TZVPD) of a structure of composition C2H3N3O3.

Properties
- M (g mol⁻¹) = 117.1
- gap between HOMO and LUMO (eV) = 10.2184
- LUMO level (eV) = 0.194
- net charge = 0

Last column: natural (NBO) charge in e.
Geometry (Å):
1 O -0.82110 -0.96513 -0.44486  -0.33
2 O 1.57947 1.61096 -0.10934  -0.55
3 O -2.63004 0.02206 0.23620  -0.65
4 N 1.53554 -1.22273 0.43199  -0.71
5 N -0.67986 1.25934 -0.04176  -0.63
6 N 0.70476 -0.57153 -0.56959  -0.06
7 C 0.58027 0.94883 -0.17613  0.72
8 C -1.30366 0.13230 -0.20708  0.87
9 H 2.05228 -2.10862 -0.09690  0.41
10 H -3.03426 0.96285 0.14691  0.50
11 H 2.01661 -0.06834 0.83055  0.44

Version two
The following is a DFT calculation (wB97M-V/def2-TZVPD) of an isolated molecule of C2H3N3O3.

Properties
- M (g mol⁻¹) = 117.1
- gap between HOMO and LUMO (eV) = 8.6461
- SMILES = O/N=c1\cnon1O
- LUMO level (eV) = -0.113
- net charge = 0

Last column: natural (NBO) charge in e.
Geometry (Å):
1 O -2.54770 -0.24381 -0.16238  -0.55
2 O 1.84454 -0.19692 -0.16711  -0.19
3 O 0.92439 1.91682 -0.08675  -0.51
4 N -1.50710 0.58259 0.06881  -0.20
5 N 1.31804 -1.51317 -0.04640  -0.03
6 N 0.81276 0.61570 0.34587  0.11
7 C -0.44059 -0.11493 0.19811  0.24
8 C 0.03224 -1.48037 -0.00349  -0.07
9 H -0.48876 -2.43891 0.07494  0.25
10 H -3.31181 0.32693 0.11629  0.48
11 H 0.11494 2.07923 -0.60701  0.47

Most stable: version one. Least stable: version two.

Version one
The following is a DFT calculation (wB97M-V/def2-TZVPD) of an isolated molecule of C6H9N.

Properties
- M (g mol⁻¹) = 95.1
- gap between HOMO and LUMO (eV) = 7.5770
- SMILES = CC1=C=C[C@@H](C)N1
- LUMO level (eV) = 0.350
- net charge = 0

Last column: natural (NBO) charge in e.
Geometry (Å):
1 N 0.51012 0.57320 -0.48509  -0.54
2 C -0.48378 0.95600 0.32122  0.35
3 C -0.60176 0.20401 1.55093  -0.43
4 C 1.12087 -0.62002 0.05500  -0.15
5 C -1.39202 2.05890 -0.11303  -0.69
6 C 0.50752 -1.90116 -0.58273  -0.59
7 C 0.45588 -0.65091 1.39849  -0.16
8 H -0.88263 3.02605 -0.10073  0.24
9 H -0.34406 -1.60204 -1.19062  0.22
10 H -1.76636 1.89942 -1.12902  0.22
11 H 0.13239 -2.58220 0.18365  0.23
12 H -2.23211 2.10110 0.57676  0.26
13 H 2.21560 -0.58746 -0.01652  0.22
14 H 0.78637 1.01781 -1.34710  0.41
15 H 1.21329 -2.44610 -1.19998  0.21
16 H 0.76068 -1.44660 2.07876  0.20

Version two
The following is a DFT calculation (wB97M-V/def2-TZVPD) of an isolated molecule of C6H9N.

Properties
- M (g mol⁻¹) = 95.1
- gap between HOMO and LUMO (eV) = 8.5849
- SMILES = Cc1ccc(C)[nH]1
- LUMO level (eV) = 0.967
- net charge = 0

Last column: natural (NBO) charge in e.
Geometry (Å):
1 N -0.15022 -1.01696 0.31573  -0.52
2 C 2.23565 -0.29884 -0.42757  -0.60
3 C -2.43811 -0.22510 -0.26036  -0.65
4 C -0.34527 1.19594 0.34918  -0.38
5 C 1.12924 -0.53186 0.71514  -0.09
6 C -1.01516 0.00297 0.11891  0.23
7 C 0.91543 0.83879 0.81462  -0.13
8 H 1.99210 -1.00969 -1.20417  0.22
9 H -2.92970 -0.87501 0.46860  0.23
10 H -2.50278 -0.70945 -1.24103  0.22
11 H -0.42884 -1.99036 0.27206  0.41
12 H -2.97919 0.72224 -0.30124  0.23
13 H 3.19000 -0.48174 0.03656  0.22
14 H -0.72654 2.19372 0.21317  0.22
15 H 1.74106 1.48525 1.07642  0.21
16 H 2.31232 0.70011 -0.94601  0.19

Most stable: version two. Least stable: version one.

Version one
The following is a DFT calculation (wB97M-V/def2-TZVPD) of an isolated molecule of C6H9N.

Properties
- M (g mol⁻¹) = 95.1
- gap between HOMO and LUMO (eV) = 10.0219
- SMILES = C1=CC[C@@H]2N[C@H]2C1
- LUMO level (eV) = 1.051
- net charge = 0

Last column: natural (NBO) charge in e.
Geometry (Å):
1 N 2.22191 -0.01931 -0.29580  -0.50
2 C 0.95578 0.38846 0.41568  -0.13
3 C -0.02107 1.52315 -0.05378  -0.45
4 C 0.84117 -0.61791 -0.56480  -0.12
5 C -0.28072 -1.54909 -0.03308  -0.44
6 C -1.32355 0.81565 -0.29029  -0.20
7 C -1.40501 -0.55210 0.02331  -0.19
8 H 2.35327 -0.56073 0.72166  0.33
9 H 0.64998 -0.19141 -1.50470  0.20
10 H 0.93426 0.32802 1.47989  0.20
11 H 0.40481 2.24897 -0.92744  0.22
12 H -0.62753 -2.31335 -0.69982  0.22
13 H -2.36932 -1.07159 0.38782  0.21
14 H -2.22575 1.30349 -0.51329  0.21
15 H 0.01030 -1.88764 1.04612  0.22
16 H -0.11854 2.15539 0.80852  0.21

Version two
The following is a DFT calculation (wB97M-V/def2-TZVPD) of a structure of composition C6H9N.

Properties
- M (g mol⁻¹) = 95.1
- gap between HOMO and LUMO (eV) = 6.6332
- LUMO level (eV) = 0.751
- net charge = 0

Last column: natural (NBO) charge in e.
Geometry (Å):
1 N -0.33256 0.74585 1.36261  -0.44
2 C 0.50710 -1.63472 1.15285  -0.63
3 C 0.40270 -0.53558 -1.96462  -0.81
4 C -0.16296 0.00046 -0.76405  -0.09
5 C -0.59625 1.43878 -0.72446  -0.51
6 C -0.01465 -0.36294 0.57995  0.01
7 C -0.69093 1.79725 0.62673  0.02
8 H 1.60572 -1.67738 1.19227  0.21
9 H 0.13144 -1.80444 2.17013  0.21
10 H -0.32974 0.73381 2.37188  0.42
11 H -0.11360 -0.32420 -2.89751  0.20
12 H -1.05504 1.97140 -1.54866  0.26
13 H -1.06558 2.70682 1.07517  0.22
14 H 0.93690 -1.47865 -1.90189  0.20
15 H 0.58511 1.00367 -1.21905  0.49
16 H 0.17537 -2.47803 0.53640  0.24

Version three
The following is a DFT calculation (wB97M-V/def2-TZVPD) of a structure of composition C6H9N.

Properties
- M (g mol⁻¹) = 95.1
- gap between HOMO and LUMO (alpha / beta) (eV) = 6.9610 / 6.9588
- LUMO level (alpha / beta) (eV) = 0.478 / 0.478
- net charge = 0

Last column: natural (NBO) charge in e.
Geometry (Å):
1 N -0.64321 -0.57538 0.01929  -0.28
2 C 0.71320 1.18864 1.07966  -0.34
3 C -0.42179 0.58680 -0.87857  -0.07
4 C -0.11591 -1.40492 -0.81444  0.14
5 C 0.43248 1.58498 -0.15318  -0.36
6 C -0.42723 -0.64360 1.81989  -0.40
7 C 0.24001 -0.41769 -1.88038  -0.46
8 H 0.02410 -2.47459 -0.65644  0.19
9 H -0.23587 -0.55814 -2.85540  0.22
10 H 1.31700 -0.24666 -1.99597  0.23
11 H -1.06623 0.07922 2.31666  0.22
12 H -0.95161 -1.61741 1.78694  0.15
13 H 1.29226 1.80790 1.77659  0.17
14 H 0.51251 -0.78816 2.34459  0.21
15 H -1.38539 0.97177 -1.23434  0.20
16 H 0.71569 2.50724 -0.67492  0.19

Version four
The following is a DFT calculation (wB97M-V/def2-TZVPD) of a cluster of 2 separate species, C6H9N in total.

Properties
- M (g mol⁻¹) = 95.1
- gap between HOMO and LUMO (eV) = 8.8687
- LUMO level (eV) = 0.739
- net charge = 0

Last column: natural (NBO) charge in e.
Geometry (Å):
1 N -0.83447 0.57800 2.45861  -0.64
2 C -1.44593 -0.56410 -1.19743  -0.47
3 C 0.82197 0.48554 -2.10408  -0.41
4 C -0.11100 0.13668 1.56822  0.44
5 C -1.06524 0.57352 -0.28731  -0.28
6 C -0.27546 0.33760 -1.41316  -0.03
7 C 1.16803 -0.53681 1.32436  -0.74
8 H 1.61883 1.24783 -1.88952  0.19
9 H 1.09520 -1.65069 1.43349  0.25
10 H 1.14026 -0.07221 -2.85904  0.19
11 H -1.24661 -1.63773 -0.98444  0.22
12 H 1.83325 -0.21047 2.08557  0.23
13 H -0.40833 0.45109 3.32405  0.34
14 H -2.24779 -0.29467 -1.89199  0.22
15 H -1.63187 1.46503 0.09025  0.24
16 H 1.58916 -0.30861 0.34243  0.26

Most stable: version two. Least stable: version three.

Version one
The following is a DFT calculation (wB97M-V/def2-TZVPD) of an isolated molecule of C6H9N.

Properties
- M (g mol⁻¹) = 95.1
- gap between HOMO and LUMO (eV) = 9.2107
- LUMO level (eV) = 0.917
- net charge = 0

Last column: natural (NBO) charge in e.
Geometry (Å):
1 N -0.01037 -1.43372 -0.45620  -0.58
2 C -0.70995 -0.23977 -0.79707  0.15
3 C 1.76703 0.88973 1.66869  -0.59
4 C 0.68841 0.07150 0.97809  -0.38
5 C -1.74643 -0.24634 -1.87136  -0.65
6 C -0.26491 0.72180 0.01836  -0.25
7 C 0.92711 -1.33652 0.49275  0.09
8 H -2.59016 -0.89485 -1.60509  0.22
9 H -2.13728 0.76177 -2.02778  0.23
10 H 2.43496 1.39130 0.96143  0.21
11 H 1.30665 1.66122 2.29874  0.21
12 H -0.23375 -2.31778 -0.89342  0.40
13 H -1.33619 -0.60893 -2.82091  0.22
14 H 0.06670 -0.37604 1.79191  0.27
15 H -0.56618 1.76318 0.00401  0.22
16 H 2.36717 0.23809 2.30969  0.23

Version two
The following is a DFT calculation (wB97M-V/def2-TZVPD) of an isolated molecule of C6H9N.

Properties
- M (g mol⁻¹) = 95.1
- gap between HOMO and LUMO (eV) = 8.6763
- LUMO level (eV) = -0.205
- net charge = 0

Last column: natural (NBO) charge in e.
Geometry (Å):
1 N 1.40268 1.66478 -1.85629  -0.32
2 C -0.41416 0.20385 -0.63881  -0.33
3 C 2.22389 -1.31234 0.48772  -0.02
4 C -1.79847 0.83494 -0.82567  -0.59
5 C 0.88504 -1.18128 1.06178  -0.59
6 C 0.60746 1.00443 -1.33558  0.28
7 C -0.02427 0.03388 0.84877  -0.40
8 H -0.42016 -0.78548 -1.11519  0.24
9 H -2.55298 0.19251 -0.36076  0.21
10 H 1.32994 -1.15970 2.09339  0.30
11 H -0.94380 -0.08961 1.43361  0.22
12 H 0.31505 -2.12025 1.04592  0.22
13 H -1.84810 1.82355 -0.35910  0.22
14 H 2.57854 -0.27898 0.27475  0.10
15 H -2.04111 0.94128 -1.88672  0.23
16 H 0.46327 0.94875 1.20563  0.22

Most stable: version one. Least stable: version two.

Version one
The following is a DFT calculation (wB97M-V/def2-TZVPD) of an isolated molecule of C6H9N.

Properties
- M (g mol⁻¹) = 95.1
- gap between HOMO and LUMO (alpha / beta) (eV) = 8.1956 / 8.1952
- LUMO level (alpha / beta) (eV) = 0.738 / 0.738
- net charge = 0

Last column: natural (NBO) charge in e.
Geometry (Å):
1 N 2.28068 -0.35505 -0.01911  -0.30
2 C 3.44477 0.00921 -0.08106  0.01
3 C -0.03870 -0.04822 0.24154  -0.11
4 C -0.86965 -0.73814 -0.83711  -0.41
5 C -0.08401 1.45620 0.12930  -0.59
6 C -1.32756 -0.70526 0.63273  -0.40
7 C 1.20636 -0.84222 0.57028  -0.07
8 H 0.91708 1.75815 -0.36052  0.21
9 H -1.21018 -1.56720 1.13891  0.20
10 H 4.10156 0.08214 -0.92358  0.18
11 H 1.01647 -1.85755 0.81908  0.20
12 H -2.19352 0.00680 0.94593  0.22
13 H -1.49811 0.01303 -1.49912  0.22
14 H -0.84934 1.85421 -0.44911  0.21
15 H -0.21226 2.08109 1.14670  0.21
16 H -0.42893 -1.66246 -1.21887  0.22

Version two
The following is a DFT calculation (wB97M-V/def2-TZVPD) of an isolated molecule of C6H9N.

Properties
- M (g mol⁻¹) = 95.1
- gap between HOMO and LUMO (eV) = 10.5837
- SMILES = C#CC[C@]1(C)CN1
- LUMO level (eV) = 1.032
- net charge = 0

Last column: natural (NBO) charge in e.
Geometry (Å):
1 N -1.90414 -0.55497 0.11933  -0.59
2 C 2.94036 -0.47250 -0.10519  -0.27
3 C 0.39537 -0.95384 -0.76083  -0.49
4 C -1.05160 -0.39715 1.30259  -0.26
5 C 1.79687 -0.70052 -0.40792  0.02
6 C -0.55839 -0.01309 -0.03715  0.09
7 C -0.38330 1.45045 -0.37313  -0.62
8 H 3.95548 -0.27756 0.16204  0.24
9 H -0.72132 -1.32694 1.76412  0.20
10 H -1.01424 2.08348 0.26133  0.21
11 H -0.64191 1.64418 -1.42237  0.21
12 H 0.26578 -0.83802 -1.84474  0.24
13 H 0.12655 -1.98821 -0.51804  0.25
14 H 0.65984 1.74519 -0.22107  0.23
15 H -1.26760 0.41046 2.00032  0.19
16 H -2.59774 0.18903 0.08070  0.35

Most stable: version two. Least stable: version one.

Version one
The following is a DFT calculation (wB97M-V/def2-TZVPD) of a structure of composition C6H9N.

Properties
- M (g mol⁻¹) = 95.1
- gap between HOMO and LUMO (alpha / beta) (eV) = 6.2668 / 7.9933
- LUMO level (alpha / beta) (eV) = -0.950 / 0.113
- net charge = 0

Last column: natural (NBO) charge in e.
Geometry (Å):
1 N 2.78418 -1.82326 -0.68924  -0.34
2 C 1.90615 -1.06740 -0.56992  0.24
3 C 0.87614 -0.10347 -0.39049  -0.14
4 C 1.26156 1.24637 0.17045  -0.64
5 C -1.02526 -0.59102 1.19505  -0.31
6 C -0.38596 -0.23663 -1.05107  -0.37
7 C -1.91443 -0.15096 0.24219  -0.40
8 H 1.85151 1.85168 -0.53046  0.23
9 H -2.23666 0.89736 0.28201  0.21
10 H -2.62952 -0.84991 -0.20373  0.23
11 H -0.57163 -1.18950 -1.56908  0.22
12 H 0.35025 1.81167 0.41341  0.21
13 H -0.54410 0.09070 1.91255  0.20
14 H 1.83787 1.13843 1.09490  0.23
15 H -0.78084 -1.65336 1.31770  0.20
16 H -0.77926 0.62928 -1.62425  0.23

Version two
The following is a DFT calculation (wB97M-V/def2-TZVPD) of a structure of composition C6H9N.

Properties
- M (g mol⁻¹) = 95.1
- gap between HOMO and LUMO (eV) = 8.5661
- LUMO level (eV) = 0.420
- net charge = 0

Last column: Mulliken charge in e.
Geometry (Å):
1 N -0.61641 -2.01232 -0.82980  -0.68
2 C -0.14357 0.88165 -1.75461  -1.35
3 C -0.54655 -0.29419 1.73000  -0.90
4 C 0.24714 -0.10162 0.51797  0.38
5 C 0.60560 0.20825 2.02162  -0.43
6 C 0.34217 -1.55200 -0.03817  -0.03
7 C 0.05913 1.21872 -0.27207  -0.21
8 H -0.91678 0.11782 -1.88823  0.36
9 H 1.29793 0.92939 2.41226  0.42
10 H 0.89888 1.88551 -0.07823  0.33
11 H -0.48740 1.75495 -2.31896  0.36
12 H -0.92057 1.57835 0.05304  0.31
13 H -1.46909 -0.73728 2.06869  0.53
14 H 0.76089 0.36053 -2.12053  0.33
15 H -0.47061 -2.26642 0.45229  0.22
16 H 1.35925 -1.97135 0.04472  0.36

Version three
The following is a DFT calculation (wB97M-V/def2-TZVPD) of an isolated molecule of C6H9N.

Properties
- M (g mol⁻¹) = 95.1
- gap between HOMO and LUMO (eV) = 7.6000
- LUMO level (eV) = 0.413
- net charge = 0

Last column: natural (NBO) charge in e.
Geometry (Å):
1 N -1.41336 -0.65225 0.43204  -0.58
2 C -0.43681 0.13367 -0.11773  0.49
3 C -0.13359 -1.05040 1.20462  -0.35
4 C 1.47984 -0.60626 0.68890  -0.33
5 C 1.81746 -0.44717 -0.59035  -0.22
6 C 0.44606 -0.36590 -1.24533  -0.55
7 C -0.44232 1.60316 0.17642  -0.69
8 H -0.06717 -2.13259 1.17715  0.24
9 H 0.09986 -1.33451 -1.62344  0.23
10 H -2.04209 -0.11520 1.03669  0.36
11 H -0.52883 1.80707 1.24926  0.23
12 H -0.21230 -0.63480 2.20765  0.22
13 H 2.03748 -0.65888 1.62635  0.21
14 H 0.45193 2.08802 -0.21286  0.26
15 H -1.32864 2.02106 -0.31746  0.24
16 H 0.37262 0.35141 -2.07325  0.23

Most stable: version one. Least stable: version two.